No. 1
The following is a quantum chemistry calculation of a single C15H25O4P molecule in a non-equilibrium geometry, from the Open Molecules 2025 dataset.

```
45
Properties=species:S:1:pos:R:3:forces:R:3
P -2.515113 -0.840002 -0.193403 -0.45 0.72 0.75
O -2.898951 -1.298074 1.289207 0.20 -0.12 -0.65
O -2.611204 -1.962569 -1.121079 0.27 -0.19 -0.32
O 2.842535 1.670414 0.183545 0.15 -0.06 -0.03
O -3.592690 0.346056 -0.456577 0.86 -0.61 0.77
C -0.897066 -0.022586 -0.093486 -0.91 -0.45 -0.15
C 3.454986 -1.367704 0.946602 -0.07 -0.04 -0.14
C -4.017748 0.537373 -1.794896 -0.31 0.20 -0.83
C -2.957412 1.237133 -2.628440 -0.17 -0.14 0.25
C 2.308638 -2.648236 -0.829776 0.02 0.21 0.08
C 1.504588 -0.325882 -0.213328 0.14 -0.04 0.02
C 1.642250 1.039836 0.078421 -0.52 -0.13 0.00
C 0.210757 -0.824628 -0.296898 0.02 0.06 0.02
C -2.971422 -0.398810 2.386684 0.09 0.25 0.53
C -1.695049 -0.435190 3.214213 -0.22 -0.07 -0.26
C 0.744676 3.310294 0.596942 0.07 -0.06 -0.02
C -0.742758 1.320944 0.201649 0.12 -0.07 -0.03
C 2.721351 -1.235181 -0.400060 0.04 -0.09 0.09
C 0.524460 1.862253 0.286463 0.20 0.08 0.04
C 3.668314 -0.677432 -1.490144 -0.16 -0.06 0.00
H -1.809742 0.192795 4.093957 0.01 0.07 0.11
H 4.077182 -1.495635 -2.078581 0.12 -0.03 -0.02
H 2.808465 -1.863491 1.667712 -0.04 -0.03 0.09
H -0.851337 -0.077074 2.629226 0.09 0.03 0.02
H -3.330390 1.406036 -3.635083 0.00 0.01 -0.12
H 3.134218 -0.019779 -2.173267 0.03 0.06 -0.08
H 4.353773 -1.968911 0.823118 0.12 -0.06 0.00
H 1.303067 3.784410 -0.208731 0.03 0.12 0.00
H 3.741556 -0.407084 1.369106 0.04 0.09 0.05
H -1.610189 1.944463 0.359623 -0.07 0.13 0.00
H 4.522566 -0.141329 -1.076281 0.12 0.10 0.01
H -4.250223 -0.436918 -2.236800 -0.09 0.15 0.06
H -2.688002 2.192058 -2.183035 0.04 0.10 0.00
H 3.200486 -3.261103 -0.947512 0.07 -0.02 -0.01
H 3.551236 1.062091 -0.050642 -0.03 0.07 0.00
H 1.338543 3.412491 1.503898 0.03 0.11 0.05
H 1.679090 -3.122814 -0.082041 -0.10 -0.08 0.04
H 0.015668 -1.856800 -0.531199 0.15 -0.19 -0.07
H 1.778682 -2.627764 -1.778647 -0.08 -0.06 -0.12
H -3.821321 -0.734802 2.989378 0.08 0.14 -0.12
H -0.202367 3.825951 0.728807 -0.05 0.05 0.01
H -3.173198 0.613853 2.028993 -0.09 -0.02 0.05
H -4.930613 1.136932 -1.730722 0.10 -0.12 -0.04
H -2.069547 0.609504 -2.676635 0.11 0.03 -0.13
H -1.490753 -1.455078 3.529741 0.03 -0.08 0.07
```
Positions in Å, forces in eV/Å.

## Properties
charge: 0
SMILES: CCOP(=O)(OCC)c1cc(C)c(O)c(C(C)(C)C)c1
HOMO-LUMO gap: 9.3 eV
energy above the lowest of the compared OMol25 structures with the same formula, charge and spin: 0.1388 eV

No. 2
The following is a quantum chemistry calculation of a molecular structure, C15H32MoN6O4S, from the Open Molecules 2025 dataset.

```
59
Properties=species:S:1:pos:R:3:forces:R:3
Mo 0.391230 0.455234 0.108042 -0.06 -0.21 -0.96
S 1.362287 1.074178 2.039176 -0.04 0.15 0.14
O -1.668816 -0.437677 -1.220335 0.07 0.04 0.06
O 0.497766 3.681405 0.615627 0.13 0.03 -0.05
O 3.407837 1.075695 -2.699198 0.01 -0.03 -0.03
O -0.128841 2.211786 -0.972954 0.05 0.11 0.10
N -2.428854 -2.037521 -2.653476 0.09 0.03 0.00
N -0.177479 -1.260046 1.380483 -0.10 0.07 0.09
N 0.959832 -1.068525 -1.418685 0.20 -0.12 0.13
N -1.547737 1.221943 0.898929 0.02 -0.05 0.31
N 2.082813 1.055862 -0.825150 -0.36 0.03 0.01
N -3.166476 0.157920 -2.828259 -0.01 -0.04 0.07
C 0.845783 -1.572810 2.423966 0.00 -0.09 -0.11
C -1.549380 -0.992218 1.940975 0.06 0.05 0.03
C 0.762200 2.824946 -0.323559 -0.05 0.00 0.14
C 1.196594 -0.328550 3.189736 0.04 0.03 0.02
C 2.677353 0.496186 -1.945940 0.11 -0.11 0.16
C -1.908538 -3.106651 -1.822015 -0.03 -0.02 0.03
C -2.403561 -0.760128 -2.209195 -0.04 0.06 -0.09
C 2.207339 2.482612 -0.628703 0.17 0.08 0.04
C -2.952632 1.567008 -2.538507 0.03 0.05 -0.02
C -1.840702 2.684027 0.949981 -0.08 -0.03 -0.03
C -1.844390 0.489263 2.149431 -0.06 -0.05 -0.01
C -2.667336 -2.401073 -4.051355 0.01 0.00 -0.02
C -4.456256 -0.156303 -3.447018 -0.02 -0.02 0.00
C -0.731498 3.617986 1.398543 0.01 0.07 0.04
C 2.304207 -0.967274 -2.028080 -0.06 0.01 -0.08
H -4.733230 -1.186654 -3.249557 -0.01 0.01 0.00
H 2.615461 2.997707 -1.500765 -0.07 0.03 0.00
H 2.812192 2.709260 0.253587 0.05 0.02 -0.05
H 2.145235 -0.447310 3.711454 0.00 -0.01 -0.01
H 2.313080 -1.310745 -3.060405 0.02 0.01 0.01
H -1.895324 1.778045 -2.406129 -0.06 -0.02 0.00
H -3.321483 2.152674 -3.378152 0.00 -0.01 -0.01
H 0.711207 -2.030987 -1.208797 0.08 0.01 0.06
H -2.481112 -4.013121 -2.012496 0.00 0.00 0.01
H 3.011257 -1.557535 -1.446414 0.03 0.02 -0.02
H -1.126150 4.631811 1.394119 -0.01 -0.01 0.01
H 0.259703 -0.768930 -2.098281 -0.02 -0.09 0.01
H -2.652733 2.838706 1.666848 0.01 0.02 0.00
H -0.270896 -2.095243 0.809003 -0.07 0.02 -0.01
H -0.860218 -3.330861 -2.049767 -0.01 -0.02 -0.01
H -2.899617 0.598768 2.413874 0.02 -0.01 0.03
H 1.723495 -1.949196 1.895490 0.00 0.00 0.03
H -3.607947 -2.936836 -4.176782 0.01 0.00 0.00
H -2.263512 -1.394783 1.223365 0.00 0.02 0.00
H -0.381706 3.388357 2.403785 -0.03 -0.01 0.00
H -1.854433 -3.048859 -4.381991 -0.01 0.00 0.00
H -2.016506 -2.851721 -0.770130 0.01 0.00 -0.01
H -2.210543 2.978788 -0.026695 0.01 0.01 0.01
H -2.668127 -1.514310 -4.677470 0.00 -0.01 0.00
H -3.508147 1.876048 -1.645908 -0.01 0.00 -0.01
H -4.438915 0.017988 -4.522376 0.00 0.00 0.00
H -1.668409 -1.534479 2.880355 -0.02 0.00 -0.01
H -5.215916 0.487362 -3.002992 0.01 0.01 -0.01
H 0.473348 -2.363980 3.078813 0.01 0.01 0.01
H 0.445899 -0.071916 3.937552 0.01 -0.02 0.02
H -1.250441 0.927321 2.949094 0.00 -0.03 0.00
H -2.124381 0.822972 0.151383 -0.01 0.03 0.00
```
Positions in Å, forces in eV/Å.

## Properties
charge: +2
HOMO-LUMO gap: 7.3 eV

No. 3
The following is a quantum chemistry calculation of a single C7H19O3PSi molecule in a non-equilibrium geometry, from the Open Molecules 2025 dataset.

```
31
Properties=species:S:1:pos:R:3:forces:R:3
P 0.893776 -1.114781 0.309472 0.42 -0.56 1.89
Si -1.380093 0.659507 0.981672 -1.09 -0.88 -0.89
O -0.075082 -1.408515 -0.959633 -0.75 1.13 0.25
O 1.875368 0.056020 -0.312514 -0.66 -0.68 -0.72
O 0.007430 -0.211352 1.388234 -0.09 -0.24 -1.02
C -1.074621 1.695391 -0.527148 0.39 0.28 0.09
C 2.405828 0.892766 0.670577 -0.16 1.66 1.05
C 0.699352 -1.838311 -2.055397 0.91 -0.09 -1.44
C -2.021265 1.804922 2.350442 0.39 -0.67 -0.55
C -2.608448 -0.709276 0.535110 -0.07 0.86 0.81
C 3.167178 0.156828 1.756509 0.80 -0.69 0.27
C -0.116378 -1.922771 -3.349267 -0.68 -0.13 0.36
H 0.434311 -2.372113 -4.194216 0.18 0.70 0.39
H -1.517201 2.764700 2.196895 -0.02 -0.11 0.50
H -1.983763 1.882537 -1.091592 -0.30 0.42 0.27
H -0.890677 -2.658021 -3.176182 -0.57 -0.09 0.08
H 2.976468 1.681993 0.167429 0.16 -0.39 0.05
H -0.569301 2.605721 -0.208076 -0.32 0.46 -0.13
H 2.501246 -0.271049 2.517972 0.02 -0.10 -0.42
H 1.506897 -1.107314 -2.210898 -0.01 -0.44 0.01
H -2.327585 -1.315282 -0.313287 0.16 0.02 -0.16
H 3.772000 -0.652385 1.305063 -0.33 0.25 0.24
H 3.873487 0.758554 2.335979 -0.15 0.38 -0.36
H -0.409517 1.283900 -1.261182 0.46 -0.67 -0.20
H -3.103844 1.974889 2.327894 0.21 -0.15 -0.24
H -1.787495 1.319744 3.296023 0.14 0.40 0.29
H -3.562287 -0.216978 0.342361 -0.23 -0.18 -0.04
H 1.543124 1.388056 1.143569 0.50 0.26 -0.04
H -0.628429 -0.959900 -3.612040 0.76 -0.80 0.15
H 1.114542 -2.818092 -1.766802 0.13 0.18 -0.48
H -2.715021 -1.349386 1.413033 -0.18 -0.12 -0.03
```
Positions in Å, forces in eV/Å.

## Properties
charge: 0
SMILES: CCOP(OCC)O[Si](C)(C)C
HOMO-LUMO gap: 9.5 eV
energy above the lowest of the compared OMol25 structures with the same formula, charge and spin: 0.0000 eV

No. 4
The following is a quantum chemistry calculation of a single CH3BCl2O2 molecule in a non-equilibrium geometry, from the Open Molecules 2025 dataset.

```
9
Properties=species:S:1:pos:R:3:forces:R:3
Cl 1.320151 2.020439 1.054985 0.24 -0.59 0.14
Cl 0.392671 -0.333404 2.432341 0.80 0.02 0.34
O 0.052607 0.500861 -1.517579 -0.42 0.26 0.20
O -0.584489 -1.271090 -0.148351 -1.24 -4.65 -0.32
C 0.719904 0.430105 0.963131 -1.57 1.55 0.88
B -0.348995 0.030599 -0.216654 1.43 2.18 -1.54
H 0.276242 -0.293962 -2.020812 0.07 0.57 -0.10
H -0.570561 -1.710761 -1.011523 -0.15 0.06 0.63
H -1.257528 0.627213 0.464462 0.83 0.59 -0.22
```
Positions in Å, forces in eV/Å.

## Properties
charge: 0
HOMO-LUMO gap: 7.7 eV
energy above the lowest of the compared OMol25 structures with the same formula, charge and spin: 3.7428 eV

No. 5
The following is a quantum chemistry calculation of 2 unconnected molecules or ions with the total composition C2H7N4 in a non-equilibrium geometry, from the Open Molecules 2025 dataset.

```
13
Properties=species:S:1:pos:R:3:forces:R:3
N -0.108397 -1.005624 -0.964076 -1.02 2.01 0.16
N -0.122434 -2.239500 -1.269955 0.99 -1.54 -0.54
N -1.190222 -0.416162 -0.718380 0.18 0.31 0.74
N 0.025748 1.644291 0.519325 -2.01 -0.83 -1.10
C 0.672642 1.550454 1.897161 0.44 -0.56 -2.53
C 1.275728 0.999757 0.903204 0.71 -0.98 -0.04
H 1.985859 0.347255 0.317793 -0.89 1.11 1.12
H 0.430795 1.918482 2.849132 -0.20 0.25 0.93
H 0.082007 2.460317 -0.069753 0.50 0.81 0.34
H -1.058834 -2.735871 -1.229180 1.86 0.08 -0.53
H -2.023012 -1.026680 -0.694213 0.11 -0.04 -0.27
H -0.818692 0.997396 0.069835 1.64 0.16 1.21
H 0.848812 -2.494116 -1.610893 -2.30 -0.78 0.51
```
Positions in Å, forces in eV/Å.

## Properties
charge: +1
HOMO-LUMO gap: 10.9 eV
energy above the lowest of the compared OMol25 structures with the same formula, charge and spin: 6.0290 eV

No. 6
The following is a quantum chemistry calculation of a single C6H10O molecule, from the Open Molecules 2025 dataset.

```
17
Properties=species:S:1:pos:R:3:forces:R:3
O -2.046117 0.257035 -2.252718 0.50 0.03 -0.06
C -0.459383 -0.666955 -0.098334 -0.01 -0.11 -0.11
C 0.162608 -0.061556 -1.330889 -0.02 0.01 0.09
C 0.159658 -0.528392 1.271852 0.07 -0.06 0.09
C -1.093836 0.226953 0.927636 -0.12 0.11 0.07
C 1.472113 0.182813 1.517348 0.02 0.03 -0.02
C -0.849768 0.367894 -2.366939 -0.29 -0.05 0.02
H -0.410284 0.818278 -3.285016 -0.08 -0.05 0.08
H 2.317199 -0.510054 1.431736 -0.11 0.10 0.00
H 0.863119 -0.755388 -1.819734 -0.09 0.09 0.03
H 1.495077 0.616583 2.523203 -0.01 -0.08 -0.13
H 0.009854 -1.391501 1.918804 0.02 0.13 -0.12
H 0.760840 0.829337 -1.093655 -0.09 -0.10 -0.05
H -2.036022 -0.081929 1.370777 0.16 0.05 -0.08
H 1.641009 1.001724 0.810367 -0.05 -0.10 0.12
H -1.010379 1.300297 0.766130 0.04 -0.16 0.03
H -0.975688 -1.605139 -0.290567 0.06 0.16 0.04
```
Positions in Å, forces in eV/Å.

## Properties
charge: 0
SMILES: C[C@H]1C[C@H]1CC=O
HOMO-LUMO gap: 10.7 eV
energy above the lowest of the compared OMol25 structures with the same formula, charge and spin: 0.7037 eV